Record 1
The following is a DFT calculation (ωB97M-V/def2-TZVPD) of one molecule with the formula C26H37N3O3.

Last column: natural (NBO) charge in e.
Geometry (Å):
C1 -2.251 -4.417 1.193  -0.635
C2 -3.300 -3.380 0.816  -0.075
O1 -2.718 -2.087 0.651  -0.524
C3 -2.141 -1.826 -0.526  0.825
O2 -2.130 -2.610 -1.442  -0.622
C4 -1.569 -0.417 -0.612  -0.150
C5 -2.606 0.421 -1.389  -0.389
C6 -3.940 0.630 -0.667  0.100
C7 -5.084 0.873 -1.661  -0.412
C8 -6.380 1.155 -0.903  -0.399
C9 -6.152 2.312 0.068  -0.427
C10 -4.949 1.992 0.954  -0.061
O3 -3.791 1.744 0.195  -0.542
C11 -0.270 -0.476 -1.428  -0.387
C12 0.827 -1.193 -0.648  -0.226
N1 1.072 -0.498 0.596  -0.454
C13 2.278 -0.957 1.266  -0.268
C14 3.488 -0.509 0.487  0.042
C15 4.487 -1.385 0.057  -0.008
C16 4.450 -2.846 0.400  -0.635
C17 5.536 -0.900 -0.713  -0.209
C18 5.626 0.435 -1.081  -0.005
C19 6.775 0.919 -1.912  -0.625
C20 4.641 1.304 -0.642  -0.223
C21 3.590 0.840 0.139  0.148
N2 2.616 1.765 0.558  -0.174
C22 1.943 2.618 -0.244  -0.038
C23 1.090 3.334 0.560  -0.341
C24 1.335 2.842 1.850  -0.056
N3 2.254 1.898 1.830  -0.264
C25 -0.102 -0.533 1.440  -0.209
C26 -1.257 0.191 0.755  -0.404
H1 -1.534 -4.527 0.384  0.223
H2 -2.731 -5.375 1.371  0.216
H3 -1.726 -4.110 2.095  0.210
H4 -4.039 -3.261 1.612  0.189
H5 -3.796 -3.668 -0.117  0.198
H6 -2.790 -0.069 -2.347  0.219
H7 -2.184 1.409 -1.578  0.225
H8 -4.194 -0.257 -0.061  0.167
H9 -5.200 -0.001 -2.303  0.210
H10 -4.828 1.732 -2.284  0.200
H11 -7.183 1.395 -1.601  0.209
H12 -6.673 0.263 -0.343  0.193
H13 -7.033 2.479 0.689  0.209
H14 -5.944 3.224 -0.494  0.201
H15 -4.702 2.835 1.603  0.192
H16 -5.178 1.115 1.583  0.155
H17 -0.451 -0.999 -2.368  0.228
H18 0.059 0.541 -1.641  0.210
H19 1.751 -1.193 -1.234  0.209
H20 0.531 -2.246 -0.476  0.160
H21 2.308 -0.484 2.251  0.241
H22 2.276 -2.049 1.403  0.175
H23 4.447 -2.989 1.479  0.221
H24 3.557 -3.316 -0.009  0.221
H25 5.320 -3.352 -0.010  0.216
H26 6.305 -1.584 -1.043  0.203
H27 6.928 0.267 -2.770  0.219
H28 6.601 1.931 -2.266  0.215
H29 7.691 0.914 -1.322  0.222
H30 4.688 2.354 -0.893  0.216
H31 2.103 2.638 -1.303  0.221
H32 0.395 4.095 0.269  0.228
H33 0.886 3.141 2.776  0.208
H34 0.136 -0.022 2.375  0.211
H35 -0.398 -1.572 1.679  0.159
H36 -2.135 0.165 1.397  0.227
H37 -0.976 1.234 0.606  0.226

SMILES = CCOC(=O)C1(C[C@@H]2CCCCO2)CCN(Cc2c(C)cc(C)cc2-n2cccn2)CC1
orbital gap = 9.1 eV
highest occupied orbital energy = -8.21 eV
total energy = -38176.0277 eV
relative energy (zero: lowest compared OMol25 entry of this formula, charge and spin) = 0.0 kJ/mol


Record 2
The following is a DFT calculation (ωB97M-V/def2-TZVPD) of a 2-piece molecular cluster, C9H13NO overall at a distorted geometry.

Last column: natural (NBO) charge in e.
Geometry (Å):
C1 1.281 2.684 -1.538  -0.635
C2 0.624 1.974 -0.368  -0.010
C3 1.257 1.766 0.842  -0.238
C4 0.581 1.136 1.888  -0.206
C5 -0.707 0.685 1.670  -0.219
C6 -1.386 0.945 0.489  -0.181
C7 -0.671 1.481 -0.574  -0.229
H1 2.374 2.586 -1.453  0.213
H2 1.214 3.765 -1.371  0.220
H3 0.873 2.413 -2.505  0.219
H4 2.247 2.179 1.005  0.207
H5 1.067 0.938 2.825  0.211
H6 -1.233 0.206 2.485  0.212
H7 -2.381 0.545 0.389  0.226
H8 -1.211 1.630 -1.499  0.207
C8 0.512 -1.650 -1.232  -0.727
C9 -0.475 -2.452 -0.436  0.681
N1 0.089 -3.622 0.058  -0.841
O1 -1.525 -2.064 0.019  -0.594
H9 1.145 -1.146 -0.501  0.252
H10 0.093 -0.956 -1.925  0.240
H11 1.195 -2.231 -1.855  0.213
H12 -0.553 -4.354 0.312  0.396
H13 1.003 -3.914 -0.236  0.382

SMILES = Cc1ccccc1.CC(N)=O
orbital gap = 9.6 eV
highest occupied orbital energy = -8.79 eV
total energy = -13081.6771 eV
relative energy (zero: lowest compared OMol25 entry of this formula, charge and spin) = 38.1 kJ/mol


Record 3
The following is a DFT calculation (ωB97M-V/def2-TZVPD) of one molecule with the formula C19H23NO5 at a distorted geometry.

Last column: natural (NBO) charge in e.
Geometry (Å):
C1 -5.408 -0.052 2.991  -0.238
O1 -4.072 -0.201 2.564  -0.491
C2 -3.505 0.615 1.640  0.270
C3 -2.272 0.157 1.184  -0.228
C4 -1.532 0.869 0.247  -0.092
C5 -0.262 0.460 -0.275  -0.072
C6 0.503 -0.643 -0.073  -0.043
N1 1.722 -0.752 -0.738  -0.483
C7 2.240 -1.865 -0.393  0.566
C8 3.556 -2.410 -0.807  -0.279
C9 4.571 -2.177 0.325  -0.387
C10 5.937 -2.724 -0.073  -0.395
C11 6.421 -2.070 -1.363  -0.396
C12 5.414 -2.301 -2.486  -0.396
C13 4.044 -1.755 -2.098  -0.391
O2 1.495 -2.600 0.486  -0.480
C14 0.357 -1.870 0.738  0.743
O3 -0.501 -2.267 1.479  -0.543
C15 -2.055 2.085 -0.225  -0.281
C16 -3.269 2.565 0.220  0.243
O4 -3.795 3.765 -0.180  -0.509
C17 -3.078 4.540 -1.109  -0.250
C18 -4.032 1.826 1.155  0.251
O5 -5.231 2.260 1.652  -0.526
C19 -6.143 2.934 0.808  -0.240
H1 -5.579 -0.894 3.662  0.189
H2 -5.561 0.884 3.532  0.188
H3 -6.110 -0.110 2.156  0.173
H4 -1.918 -0.780 1.578  0.264
H5 0.190 1.157 -0.972  0.218
H6 3.443 -3.491 -0.950  0.222
H7 4.645 -1.104 0.515  0.204
H8 4.219 -2.662 1.237  0.218
H9 6.652 -2.538 0.732  0.211
H10 5.868 -3.805 -0.216  0.195
H11 7.393 -2.479 -1.644  0.208
H12 6.542 -0.997 -1.201  0.195
H13 5.758 -1.815 -3.400  0.211
H14 5.336 -3.372 -2.686  0.193
H15 4.098 -0.677 -1.943  0.215
H16 3.323 -1.939 -2.896  0.216
H17 -1.478 2.652 -0.937  0.215
H18 -3.686 5.429 -1.274  0.200
H19 -2.101 4.839 -0.717  0.179
H20 -2.946 4.013 -2.060  0.178
H21 -7.120 2.797 1.273  0.185
H22 -6.154 2.504 -0.196  0.178
H23 -5.918 4.000 0.741  0.192

SMILES = COc1cc(/C=C2/N=C(C3CCCCC3)OC2=O)cc(OC)c1OC
orbital gap = 7.4 eV
highest occupied orbital energy = -7.80 eV
total energy = -31802.6656 eV
relative energy (zero: lowest compared OMol25 entry of this formula, charge and spin) = 223.5 kJ/mol


Record 4
The following is a DFT calculation (ωB97M-V/def2-TZVPD) of a 2-piece molecular cluster, C5H12NP overall at a distorted geometry.

Last column: Löwdin spin population.
Geometry (Å):
C1 0.020 -0.640 0.683  0.260
C2 -0.050 0.401 -0.280  0.329
C3 -0.312 -0.280 2.117  0.038
C4 1.085 0.850 -1.150  0.062
C5 -1.079 1.450 0.043  0.046
N1 0.272 -2.198 -1.490  0.300
P1 -0.962 -1.182 -0.728  0.618
H1 1.538 -0.833 0.531  0.208
H2 0.032 -1.018 2.898  0.011
H3 -1.345 -0.167 2.181  0.003
H4 0.161 0.687 2.312  0.003
H5 1.786 0.143 -1.612  0.016
H6 1.773 1.556 -0.465  0.028
H7 0.611 1.403 -2.006  0.007
H8 -1.476 1.993 -0.786  0.012
H9 -0.701 2.305 0.618  0.019
H10 -1.965 1.047 0.598  0.006
H11 0.170 -2.450 -2.461  0.016
H12 0.442 -3.068 -1.004  0.017

multiplicity = 3
orbital gap (spin up / spin down) = 5.0 / 6.6 eV
highest occupied orbital energy (spin up / spin down) = -4.01 / -9.04 eV
total energy = -16151.4765 eV
relative energy (zero: lowest compared OMol25 entry of this formula, charge and spin) = 353.1 kJ/mol


Q: Which of these has the highest relative energy (zero: lowest compared OMol25 entry of this formula, charge and spin)?
A: C5H12NP


Q: Number 2 is which compound?
A: C9H13NO


Q: Which value of relative energy (zero: lowest compared OMol25 entry of this formula, charge and spin) does entry 1 give?
A: 0.0 kJ/mol